8
Properties=species:S:1:pos:R:3:forces:R:3:nbo_charge:R:1 method="wB97M-V/def2-TZVPD" gap_ev=9.77 multiplicity=1 relative_energy_kcal_mol=19.5 e_tot_ev=-25135.1262 e_homo_ha=-0.3601
B -0.0454 -0.6835 0.4655 1.088 -2.772 -2.792 0.09
C -0.3713 0.1521 -0.8076 0.317 -2.076 -0.651 -0.89
S 1.0055 -0.0607 1.6804 0.667 0.286 1.397 0.18
Cl 1.6448 1.6857 0.8665 0.275 0.375 0.321 -0.17
H -0.8648 -0.3877 -1.6696 1.135 0.826 0.715 0.25
H -0.2508 -1.9819 0.5076 -0.220 2.314 0.336 0.03
H 0.0787 1.1381 -0.9062 -0.479 -0.359 -0.295 0.26
H -1.1966 0.1379 -0.1366 -2.782 1.406 0.969 0.24